Version 1
Here is C8H6 in the gas phase from the OMol25 dataset. Energies are from ωB97M-V/def2-TZVPD.

Values from the calculation:
Orbital gap, eV: 7.92
Highest occupied orbital energy, Eh: -0.319

Element x y z (Å)
C 0.785 0.450 -0.952
C -0.383 -1.287 0.156
C 0.089 0.940 0.065
C -0.592 -0.135 0.819
C 0.544 -0.973 -0.992
C -0.707 1.242 1.273
C 0.854 -1.833 -1.966
C -0.967 2.081 2.276
H 1.319 1.128 -1.645
H -0.741 -2.209 0.415
H 0.647 -2.809 -1.898
H 1.283 -1.369 -2.836
H -1.503 1.742 3.039
H -0.626 3.029 2.248

Here are the Mulliken charges for atoms 1 to 8, given in e:
1. C -1.058
2. C -1.120
3. C 0.479
4. C 0.360
5. C 0.910
6. C 0.203
7. C -0.789
8. C -1.013



Version 2
Here is 2 unconnected molecules or ions with the total composition C8H6 from the OMol25 dataset. Energies are from ωB97M-V/def2-TZVPD.

Values from the calculation:
Orbital gap (spin up / spin down), eV: 6.57 / 8.07
Highest occupied orbital energy (spin up / spin down), Eh: -0.289 / -0.296

Element x y z (Å)
C -0.429 1.506 0.122
C -1.538 0.683 0.287
C 1.984 0.518 -0.199
C 0.531 0.736 -0.459
C -0.890 -1.664 -0.774
C 1.563 -0.720 0.169
C -1.199 -0.634 0.265
C 0.131 -0.721 -0.282
H -0.462 2.559 0.107
H -2.578 0.935 0.603
H 2.773 1.177 -0.140
H -0.834 -2.781 -0.724
H -1.271 -1.361 -1.750
H 2.220 -0.234 2.776

Here are the Mulliken charges for atoms 1 to 8, given in e:
1. C -0.709
2. C -0.225
3. C -0.264
4. C 0.198
5. C -0.453
6. C -0.951
7. C -0.301
8. C 0.992



The least stable of them is version 2.



Version 1
Here is C5H7NO3 in the gas phase from the OMol25 dataset. Energies are from ωB97M-V/def2-TZVPD.

Values from the calculation:
Orbital gap, eV: 9.88
Highest occupied orbital energy, Eh: -0.335

Element x y z (Å)
C -1.812 0.088 -0.710
C -0.652 -0.832 -0.417
C -0.203 -1.044 1.059
C 0.653 -0.334 0.053
C 2.218 1.158 0.021
H -1.113 1.601 0.165
H -1.651 0.476 -1.728
H -2.762 -0.462 -0.570
H -0.579 -1.708 -1.040
H 0.209 -2.023 1.328
H -0.618 -0.421 1.838
H 2.641 2.140 0.213
N 2.866 0.124 -0.245
O -1.962 1.099 0.248
O 0.872 1.052 0.177
O 1.894 -0.913 -0.392

Here are the Mulliken charges for atoms 1 to 8, given in e:
1. C -0.675
2. C -0.392
3. C -0.851
4. C 1.064
5. C -0.080
6. H 0.383
7. H 0.286
8. H 0.349



Version 2
Here is C5H7NO3 in the gas phase from the OMol25 dataset. Energies are from ωB97M-V/def2-TZVPD.

Values from the calculation:
Orbital gap, eV: 8.41
Highest occupied orbital energy, Eh: -0.325

Element x y z (Å)
C -0.272 0.862 1.108
C 1.234 -0.232 0.143
C -1.070 0.105 0.324
N -2.457 -0.048 0.289
C -0.196 -0.639 -0.625
C 2.116 0.488 -0.576
O 1.710 -1.133 1.063
O -0.381 -0.385 -1.973
O -0.059 1.656 1.969
H 0.994 -1.374 1.664
H -0.415 0.571 -2.106
H -2.970 0.731 -0.104
H -2.965 -0.415 1.083
H -0.227 -1.723 -0.487
H 1.786 1.094 -1.403
H 3.174 0.441 -0.370

Here are the Mulliken charges for atoms 1 to 8, given in e:
1. C 0.499
2. C 0.607
3. C -0.213
4. N -0.447
5. C -0.109
6. C -0.823
7. O -0.549
8. O -0.515



Version 3
Here is C5H7NO3 in the gas phase from the OMol25 dataset. Energies are from ωB97M-V/def2-TZVPD.

Values from the calculation:
Orbital gap, eV: 7.87
Highest occupied orbital energy, Eh: -0.274

Element x y z (Å)
C 1.917 -0.142 -1.043
C 0.790 0.281 -0.135
C 2.945 0.588 -1.374
C -0.280 -0.452 0.160
C -2.669 -0.262 0.996
N -1.292 -0.045 1.032
O 0.938 1.544 0.579
O 4.008 1.044 -1.448
O 1.725 -1.392 -1.616
H -0.477 -1.403 -0.292
H -3.168 -0.195 1.939
H -3.351 0.515 0.421
H -2.869 -1.241 0.642
H 1.081 2.184 -0.053
H -1.020 1.005 1.147
H 1.721 -2.028 -0.956

Here are the Mulliken charges for atoms 1 to 8, given in e:
1. C -0.064
2. C 0.537
3. C 0.372
4. C -0.306
5. C -0.849
6. N -0.277
7. O -0.585
8. O -0.371



The least stable of them is version 3.



Version 1
Here is 2 unconnected molecules or ions with the total composition C5H7NO3 from the OMol25 dataset. Energies are from ωB97M-V/def2-TZVPD.

Values from the calculation:
Orbital gap, eV: 9.15
Highest occupied orbital energy, Eh: -0.318

Element x y z (Å)
C -1.410 -1.449 -1.308
C 0.164 1.498 -1.472
C -1.747 -0.415 -0.563
C 0.492 0.774 -0.556
C 1.664 0.200 1.414
N -2.378 0.146 0.425
O -3.761 0.702 -0.042
O -2.027 0.508 1.544
O 1.239 -0.122 0.101
H -1.597 -2.389 -0.984
H -0.652 -1.229 -2.091
H -0.337 2.377 -1.885
H -3.964 1.464 0.662
H 2.145 1.157 1.470
H 2.422 -0.684 1.657
H 0.891 0.242 2.107

Here are the Mulliken charges for atoms 1 to 8, given in e:
1. C -0.655
2. C -0.084
3. C 0.247
4. C -0.218
5. C -0.635
6. N 0.588
7. O -0.501
8. O -0.633



Version 2
Here is C5H7NO3 in the gas phase from the OMol25 dataset. Energies are from ωB97M-V/def2-TZVPD.

Values from the calculation:
Orbital gap, eV: 9.46
Highest occupied orbital energy, Eh: -0.319

Element x y z (Å)
C 1.579 0.775 0.252
C 0.811 -0.594 0.197
C -2.473 0.743 0.095
C -1.299 1.302 -0.438
C 0.246 -1.089 -0.870
N -0.235 1.936 -0.728
O 0.685 1.922 0.429
O 0.193 2.359 -1.764
O -2.286 0.892 -1.346
H 2.307 0.934 0.999
H 2.260 0.906 -0.553
H 0.730 -0.904 1.319
H -2.463 -0.226 0.556
H -3.242 1.260 0.522
H 0.371 -0.751 -1.829
H -0.382 -1.916 -0.695

Here are the Mulliken charges for atoms 1 to 8, given in e:
1. C -0.512
2. C -0.080
3. C -0.407
4. C 0.347
5. C -0.786
6. N 0.712
7. O -0.393
8. O -0.667



The least stable of them is version 1.



Version 1
Here is 2 unconnected molecules or ions with the total composition C11H14N2 from the OMol25 dataset. Energies are from ωB97M-V/def2-TZVPD.

Values from the calculation:
Orbital gap, eV: 9.06
Highest occupied orbital energy, Eh: -0.308

Element x y z (Å)
C 4.426 1.475 0.865
C 2.337 0.501 -0.135
C 3.091 1.511 0.331
C 1.718 2.508 -1.012
N 1.373 1.067 -0.951
N 2.726 2.701 -0.213
H 2.263 -0.639 0.010
H 0.636 0.766 -1.377
H 5.012 2.207 0.376
H 4.745 0.437 0.812
H 1.264 3.271 -1.656
H 4.560 1.696 1.946
C -2.939 -0.565 -1.876
C -2.970 -0.250 0.609
C -2.442 -0.851 -0.616
C -2.384 -0.684 1.851
C -1.624 -1.943 -0.485
C -1.592 -1.788 1.943
C -1.318 -2.512 0.808
H -3.591 0.536 0.490
H -2.424 -0.058 2.688
H -4.093 -0.293 -1.811
H -2.977 -1.375 -2.716
H -1.335 -2.576 -1.312
H -1.399 -2.070 2.957
H -0.556 -3.383 0.871
H -2.506 0.309 -2.398

Here are the Mulliken charges for atoms 1 to 8, given in e:
1. C -1.047
2. C -0.374
3. C 0.600
4. C -0.209
5. N 0.003
6. N -0.573
7. H 0.289
8. H 0.102



Version 2
Here is 2 unconnected molecules or ions with the total composition C11H14N2 from the OMol25 dataset. Energies are from ωB97M-V/def2-TZVPD.

Values from the calculation:
Orbital gap, eV: 9.17
Highest occupied orbital energy, Eh: -0.306

Element x y z (Å)
C -1.666 1.129 -2.567
C -0.072 -2.072 -1.883
C -0.738 0.008 -2.282
C 0.589 -0.128 -2.529
N -1.219 -1.364 -1.917
N 1.060 -1.367 -2.339
H 0.113 -2.978 -1.250
H 1.899 -1.864 -2.550
H 1.354 0.697 -2.764
H -1.879 1.928 -1.853
H -2.667 0.752 -2.473
H -1.297 1.690 -3.506
C -1.296 1.103 3.673
C -0.477 0.692 2.403
C -0.214 -0.669 2.138
C 0.340 1.776 1.856
C 0.958 -0.970 1.452
C 1.374 1.447 1.065
C 1.711 0.029 0.918
H -2.082 0.328 3.888
H -1.639 2.129 3.588
H -0.733 -1.528 2.552
H -0.003 2.804 1.864
H 0.994 -2.027 1.270
H 1.984 2.209 0.505
H 2.696 -0.305 0.500
H -0.676 1.205 4.553

Here are the Mulliken charges for atoms 1 to 8, given in e:
1. C -1.201
2. C -0.274
3. C 0.888
4. C -0.584
5. N -0.574
6. N 0.012
7. H 0.350
8. H 0.202



The least stable of them is version 1.



Version 1
Here is 2 unconnected molecules or ions with the total composition C6H13N4 from the OMol25 dataset. Energies are from ωB97M-V/def2-TZVPD.

Values from the calculation:
Orbital gap, eV: 10.23
Highest occupied orbital energy, Eh: -0.478
Charge: +1

Element x y z (Å)
C -2.640 0.235 0.455
C 2.266 0.274 -1.043
C 2.359 -1.067 -0.302
C 0.837 0.728 -0.775
C 1.087 -0.149 1.552
C 1.905 -1.113 1.107
N -3.408 -0.309 -0.305
N 0.596 0.905 0.633
N -1.872 0.511 1.387
N -4.204 -0.186 -1.445
H 3.088 0.931 -0.765
H 2.288 -0.032 -2.046
H 1.561 -1.607 -0.969
H 3.370 -1.463 -0.447
H 0.855 1.675 -1.328
H 0.233 -0.062 -1.176
H 0.608 -0.197 2.505
H 2.234 -1.831 1.924
H 0.967 1.850 0.915
H -2.325 0.479 2.333
H -0.494 0.896 0.934
H -4.749 0.610 -1.440
H -4.562 -1.076 -1.706

Here are the Mulliken charges for atoms 1 to 8, given in e:
1. C 0.370
2. C -0.786
3. C -0.480
4. C -0.609
5. C -0.441
6. C -0.255
7. N -0.007
8. N -0.003



Version 2
Here is a gas-phase ion, C6H13N4 (charge +1) from the OMol25 dataset. Energies are from ωB97M-V/def2-TZVPD.

Values from the calculation:
Orbital gap, eV: 10.72
Highest occupied orbital energy, Eh: -0.560
Charge: +1

Element x y z (Å)
C 2.593 -0.404 0.953
C 2.042 0.848 0.259
C 0.521 0.936 0.182
C -0.136 -0.342 -0.342
C 0.208 -0.682 -1.784
N -1.616 -0.187 -0.225
N -2.465 -0.039 -1.186
N -3.678 0.073 -0.665
C -3.544 0.059 0.643
N -2.254 -0.131 0.945
H 3.418 -0.144 1.610
H 2.981 -1.126 0.236
H 1.848 -0.912 1.564
H 2.381 1.733 0.795
H 2.451 0.943 -0.745
H 0.119 1.183 1.169
H 0.225 1.747 -0.487
H 0.085 -1.190 0.307
H 0.145 -1.751 -1.968
H -0.449 -0.178 -2.486
H 1.224 -0.360 -1.989
H -4.324 0.139 1.381
H -1.776 -0.211 1.833

Here are the Mulliken charges for atoms 1 to 8, given in e:
1. C -1.139
2. C -0.500
3. C -0.852
4. C 0.462
5. C -1.411
6. N 1.039
7. N -0.278
8. N -0.478



The least stable of them is version 1.



Version 1
Here is C20H23NO3 in the gas phase from the OMol25 dataset. Energies are from ωB97M-V/def2-TZVPD.

Values from the calculation:
Orbital gap, eV: 9.40
Highest occupied orbital energy, Eh: -0.322

Element x y z (Å)
O 3.643 -4.337 -1.469
C 3.563 -3.527 -0.329
H 4.294 -2.706 -0.389
C 2.152 -2.943 -0.160
N 1.832 -2.156 -1.336
C 0.630 -2.487 -2.073
C 0.959 -2.628 -3.567
O 1.932 -3.616 -3.808
H 1.607 -4.465 -3.484
H 1.391 -1.701 -3.950
H 0.037 -2.839 -4.126
H -0.156 -1.729 -1.945
H 0.234 -3.442 -1.715
C 2.049 -0.731 -1.171
C 1.063 -0.112 -0.293
C 0.191 0.313 0.413
C -0.868 0.774 1.311
C -2.105 1.104 0.487
C -3.349 0.602 0.837
C -4.466 0.939 0.092
C -4.348 1.779 -1.002
C -3.105 2.280 -1.352
C -1.987 1.946 -0.612
H -1.017 2.337 -0.884
H -3.007 2.936 -2.205
H -5.221 2.042 -1.581
H -5.432 0.544 0.369
H -3.433 -0.056 1.686
C -0.468 2.053 2.043
C -1.184 2.413 3.178
C -0.874 3.575 3.858
C 0.150 4.391 3.406
C 0.863 4.037 2.273
C 0.557 2.871 1.592
H 1.119 2.593 0.713
H 1.663 4.669 1.917
H 0.392 5.301 3.935
H -1.434 3.847 4.740
H -1.982 1.772 3.522
O -1.190 -0.259 2.235
H -0.403 -0.451 2.756
H 3.053 -0.578 -0.764
H 2.004 -0.254 -2.156
H 2.101 -2.344 0.759
H 1.446 -3.771 -0.058
H 3.819 -4.157 0.526
H 3.282 -3.828 -2.216

Here are the Mulliken charges for atoms 1 to 8, given in e:
1. O -0.571
2. C -0.540
3. H 0.196
4. C -0.674
5. N 0.637
6. C -0.846
7. C -0.636
8. O -0.538



Version 2
Here is C20H23NO3 in the gas phase from the OMol25 dataset. Energies are from ωB97M-V/def2-TZVPD.

Values from the calculation:
Orbital gap, eV: 8.27
Highest occupied orbital energy, Eh: -0.292

Element x y z (Å)
C 2.323 -1.464 -0.897
H 2.646 -0.441 -1.118
O 1.775 -1.569 0.393
C 0.646 -0.841 0.696
C 0.023 -0.009 -0.218
C -1.127 0.720 0.096
C -1.653 0.589 1.381
C -1.042 -0.231 2.301
C 0.108 -0.959 1.994
O 0.569 -1.716 3.020
C 1.756 -2.479 2.921
C 2.005 -3.168 4.238
C 0.953 -3.508 5.076
C 1.195 -4.159 6.273
C 2.490 -4.485 6.639
C 3.543 -4.153 5.803
C 3.302 -3.495 4.611
H 4.127 -3.232 3.963
H 4.556 -4.403 6.084
H 2.678 -4.995 7.572
H 0.370 -4.415 6.921
H -0.054 -3.250 4.788
H 2.608 -1.836 2.670
H 1.656 -3.236 2.131
H -1.436 -0.337 3.300
H -2.541 1.137 1.655
C -1.783 1.593 -0.852
C -1.422 1.874 -2.110
C -2.232 2.802 -2.922
O -3.248 3.340 -2.518
N -1.748 3.010 -4.174
H -0.899 2.552 -4.464
C -2.380 3.888 -5.135
C -1.452 5.052 -5.479
H -1.176 5.592 -4.576
H -0.545 4.687 -5.959
H -1.949 5.740 -6.156
C -2.773 3.105 -6.386
H -3.300 3.751 -7.082
H -3.424 2.275 -6.122
H -1.888 2.711 -6.882
H -3.278 4.267 -4.636
H -0.545 1.449 -2.577
H -2.681 2.084 -0.494
H 0.432 0.084 -1.210
H 1.619 -1.801 -1.664
H 3.192 -2.121 -0.894

Here are the Mulliken charges for atoms 1 to 8, given in e:
1. C -0.968
2. H 0.356
3. O -0.420
4. C 1.415
5. C -0.334
6. C 0.533
7. C -1.099
8. C -0.500



The least stable of them is version 1.